(1)
Formula: H3NO3P2
Source: the OMol25 dataset
Level of theory: wB97M-V/def2-TZVPD

Results
total charge = -2
orbital gap (spin up / spin down) = 6.81 / 6.89 eV
F_max = 4.0 eV/Å
DFT total energy = -964.8889 a.u.
highest occupied orbital energy (spin up / spin down) = 0.32 / 0.41 eV

XYZ file:
```
9
H3NO3P2 wB97M-V/def2-TZVPD
N 0.326 0.133 0.635
O -1.315 -1.411 -0.439
O -2.397 0.276 1.061
O -1.663 0.866 -1.321
P 1.598 0.196 -0.339
P -1.505 0.024 -0.104
H 1.062 1.298 1.754
H 2.731 -0.689 -0.037
H 1.163 -0.694 -1.210
```

Here are the Mulliken charges for atoms 1 to 5, given in e: atom 1 (N): -0.439, atom 2 (O): -0.714, atom 3 (O): -0.776, atom 4 (O): -0.751, atom 5 (P): -0.145

(2)
Formula: H3NS2
Source: the OMol25 dataset
Level of theory: wB97M-V/def2-TZVPD

Results
orbital gap (spin up / spin down) = 7.07 / 7.93 eV
F_max = 5.2 eV/Å
DFT total energy = -852.8320 a.u.
highest occupied orbital energy (spin up / spin down) = -8.73 / -9.00 eV

XYZ file:
```
6
H3NS2 wB97M-V/def2-TZVPD
N 0.824 0.722 0.474
S -2.623 -0.189 0.184
S -0.267 1.584 -0.306
H 1.771 0.437 0.052
H 0.813 0.624 1.409
H -2.737 -0.021 1.427
```

Here are the Mulliken charges for atoms 1 to 5, given in e: atom 1 (N): -0.315, atom 2 (S): -0.243, atom 3 (S): -0.057, atom 4 (H): 0.276, atom 5 (H): 0.236

(3)
Formula: H3O2
Source: the OMol25 dataset
Level of theory: wB97M-V/def2-TZVPD

Results
total charge = -1
orbital gap = 8.89 eV
F_max = 2.6 eV/Å
DFT total energy = -152.2728 a.u.
highest occupied orbital energy = -3.18 eV

XYZ file:
```
5
H3O2 wB97M-V/def2-TZVPD
O -0.180 -0.122 1.192
H -0.310 0.627 1.791
O 0.118 0.021 -1.247
H 1.039 -0.072 -1.150
H -0.234 0.260 -0.203
```

So, what does the Mulliken scheme give us? The charges, in e, come out as: atom 1 (O): -1.033, atom 2 (H): 0.173, atom 3 (O): -0.807, atom 4 (H): 0.238, atom 5 (H): 0.429

(4)
Formula: H3O2PS
Source: the OMol25 dataset
Level of theory: wB97M-V/def2-TZVPD

Results
orbital gap (spin up / spin down) = 7.50 / 5.56 eV
F_max = 3.5 eV/Å
DFT total energy = -891.7712 a.u.
highest occupied orbital energy (spin up / spin down) = -8.41 / -7.42 eV

XYZ file:
```
7
H3O2PS wB97M-V/def2-TZVPD
O -1.312 -2.175 -0.588
O -0.743 0.210 0.060
P -0.822 -1.353 0.614
S 2.460 -0.520 0.419
H -1.803 -2.003 -1.361
H -0.142 0.689 0.652
H 2.714 -0.803 -0.842
```

Here are the Mulliken charges for atoms 1 to 5, given in e: atom 1 (O): -0.347, atom 2 (O): -0.403, atom 3 (P): 0.452, atom 4 (S): -0.483, atom 5 (H): 0.355

- Which of these has the highest DFT total energy?
  H3O2

- Which value of F_max does entry 2 give?
  5.2 eV/Å

- The lowest DFT total energy belongs to which entry?
  H3NO3P2

- What is the DFT total energy in the third record?
  -152.2728 a.u.